1.
{
  "formula": "C5H4O4",
  "method": "ωB97M-V/def2-TZVPD",
  "charge": -1,
  "s_squared": 0.754,
  "orbital_gap_ev": [6.29, 6.24],
  "energy_ev": -13436.986,
  "multiplicity": 2,
  "symbols": ["C", "C", "O", "H", "O", "C", "C", "O", "O", "C", "H", "H", "H"],
  "xyz": [[-1.5776, -0.7399, -1.6610], [-0.6261, -0.2527, -2.3223], [0.4590, 0.0056, -2.8308], [-1.6341, -1.3410, -0.6884], [-0.6860, -0.1601, 1.5529], [-0.7386, 1.0913, 1.0521], [0.3758, -0.8277, 0.9697], [-1.6964, 1.8069, 1.1193], [0.4212, 1.3960, 0.4814], [1.2723, 0.2409, 0.4225], [0.7036, -1.7226, 1.4938], [1.5598, 0.0774, -0.6267], [2.1671, 0.4258, 1.0373]],
  "forces_ev_per_a": [[-0.310, -0.418, 1.189], [1.267, -1.749, 1.626], [-0.670, 0.861, -0.696], [-0.118, 1.233, -2.006], [-0.178, -0.993, 0.213], [-1.052, 0.696, -0.441], [0.304, 0.316, 0.412], [0.709, -0.264, 0.377], [0.583, 0.269, -0.262], [-0.118, -0.255, -0.376], [-0.151, 0.228, -0.161], [-0.141, 0.049, 0.185], [-0.126, 0.027, -0.062]],
  "lowdin_charge": [-0.119, -0.554, -0.131, -0.013, 0.052, -0.606, -0.050, 0.138, 0.063, -0.126, 0.108, 0.116, 0.122]
}

2.
{
  "formula": "CH14O5S",
  "method": "ωB97M-V/def2-TZVPD",
  "charge": 0,
  "smiles": "CS.O.O.O.O.O",
  "orbital_gap_ev": 9.79,
  "energy_ev": -22337.062,
  "symbols": ["C", "S", "H", "H", "H", "H", "O", "H", "H", "O", "H", "H", "O", "H", "H", "O", "H", "H", "O", "H", "H"],
  "xyz": [[1.2427, -1.1791, 3.0539], [0.8776, -1.4073, 1.2958], [0.3948, -1.4744, 3.6671], [1.3843, -0.1164, 3.2006], [2.1602, -1.6876, 3.3450], [0.9961, -2.7384, 1.2016], [-0.8566, -1.1184, -3.6662], [-0.9206, -1.1269, -4.6236], [0.0248, -0.7978, -3.4237], [-2.1242, -0.0389, -0.9981], [-2.6439, -0.6513, -1.5379], [-1.2467, -0.4065, -1.1540], [0.8908, 0.1846, -1.8705], [1.5695, 0.8604, -1.7665], [0.0730, 0.6198, -1.6102], [1.3693, 1.8234, 0.7885], [0.5061, 1.9919, 1.1933], [1.3738, 0.8568, 0.7063], [-1.6620, 2.0251, 1.1056], [-1.5005, 2.9059, 0.7502], [-1.9086, 1.4751, 0.3430]],
  "forces_ev_per_a": [[-0.137, -0.173, 0.061], [-0.025, 0.002, -0.055], [0.111, -0.177, 0.040], [0.081, 0.244, -0.090], [-0.133, -0.030, -0.005], [0.054, 0.049, 0.117], [-0.108, -0.108, 0.196], [0.152, 0.047, -0.004], [-0.072, 0.039, -0.130], [0.189, -0.338, -0.234], [-0.222, 0.366, 0.055], [0.006, -0.174, 0.302], [0.014, -0.126, -0.170], [-0.017, 0.007, 0.123], [0.134, 0.415, -0.067], [-0.093, -0.248, 0.031], [-0.088, 0.004, -0.077], [0.172, 0.211, -0.080], [0.224, 0.039, -0.116], [-0.181, -0.047, -0.047], [-0.062, -0.005, 0.149]],
  "lowdin_charge": [-0.458, 0.681, 0.027, 0.020, 0.032, -0.145, -0.064, 0.036, 0.007, -0.051, 0.061, 0.002, -0.060, 0.059, 0.021, -0.091, 0.004, -0.070, -0.062, 0.046, 0.006]
}

3.
{
  "formula": "C35H64BrF12IN5O9P2",
  "method": "ωB97M-V/def2-TZVPD",
  "charge": 1,
  "orbital_gap_ev": 6.35,
  "energy_ev": -192515.298,
  "symbols": ["C", "C", "C", "I", "N", "C", "C", "O", "Br", "C", "N", "C", "C", "C", "C", "F", "F", "C", "F", "F", "F", "C", "P", "C", "O", "P", "C", "O", "C", "N", "C", "F", "F", "C", "F", "F", "C", "F", "F", "F", "N", "C", "C", "C", "C", "C", "N", "H", "H", "H", "H", "H", "H", "H", "H", "H", "H", "H", "H", "H", "H", "H", "H", "H", "H", "H", "H", "H", "H", "H", "H", "H", "H", "H", "H", "H", "H", "H", "H", "H", "H", "H", "H", "C", "O", "C", "C", "O", "C", "C", "O", "C", "H", "H", "H", "H", "H", "H", "H", "H", "H", "H", "H", "H", "H", "H", "C", "O", "C", "C", "O", "C", "C", "O", "C", "H", "H", "H", "H", "H", "H", "H", "H", "H", "H", "H", "H", "H", "H"],
  "xyz": [[-2.8116, 7.6184, 3.8592], [-1.9145, 6.6589, 2.8802], [-1.2695, 5.3276, 3.6598], [-1.7773, 5.3117, 5.8333], [-1.7542, 4.1007, 2.9186], [-3.2615, 3.8175, 3.0897], [-3.5244, 2.5574, 4.1578], [-2.5478, 1.8162, 4.6908], [-5.4893, 2.2781, 4.6329], [-0.9457, 3.2575, 2.1452], [-1.2517, 1.9885, 1.4003], [-2.4475, 1.8583, 0.5199], [-3.7344, 1.0352, 1.1009], [-3.4003, -0.3180, 1.9537], [-4.6992, -1.1210, 2.5495], [-4.8817, -0.9263, 4.0367], [-4.3699, -2.5900, 2.4112], [-6.0990, -0.9017, 1.7287], [-5.9550, -1.3175, 0.2849], [-6.7362, 0.4232, 1.9008], [-7.0757, -1.8999, 2.3071], [0.0954, 1.4983, 0.8140], [-0.1362, -0.3705, 0.5971], [-0.1928, -1.3311, 2.2917], [1.2716, -1.1444, -0.1719], [0.4833, 2.0263, -1.0241], [-0.1359, 0.7388, -2.2879], [-0.4975, 3.4475, -1.4561], [1.0976, 2.1174, 2.0011], [0.5693, 1.6078, 3.3612], [2.6773, 1.7585, 1.9954], [2.8441, 0.2586, 1.8835], [3.2447, 2.2818, 0.6968], [3.5579, 2.1384, 3.3121], [3.5066, 0.9555, 4.2563], [3.1051, 3.2910, 4.1088], [5.1965, 2.2598, 2.9861], [5.6469, 3.6414, 2.7235], [5.6620, 1.2488, 1.9943], [5.8564, 1.8581, 4.2859], [0.5646, 3.5134, 2.0510], [1.0977, 4.6505, 1.3007], [2.5374, 5.2978, 1.7655], [2.5049, 6.2320, 3.1021], [1.9074, 7.7577, 2.8658], [1.5941, 8.3781, 4.3484], [2.7075, 8.1001, 5.3741], [-3.7920, 7.0924, 4.2875], [-3.2262, 8.5001, 3.1693], [-2.1812, 8.1554, 4.7018], [-1.0796, 7.3064, 2.3388], [-2.6419, 6.3093, 2.0006], [-0.1148, 5.4974, 3.6488], [-3.8272, 3.6920, 2.0754], [-3.7985, 4.7454, 3.6187], [-2.2460, 1.3873, -0.5585], [-2.8320, 2.9637, 0.2819], [-4.5044, 1.6607, 1.7203], [-4.3447, 0.6653, 0.1414], [-2.8723, -1.0720, 1.1932], [-2.7237, -0.0362, 2.8657], [-0.9416, -2.2368, 2.0877], [0.8378, -1.8294, 2.5598], [-0.6731, -0.7068, 3.1552], [0.8775, -1.8407, -0.8057], [-1.1542, 0.2244, -2.0383], [0.6848, -0.0750, -2.4867], [-0.2882, 1.3234, -3.3173], [-0.1870, 3.7466, -2.3602], [0.7590, 2.2968, 4.1190], [1.0521, 0.7335, 3.6490], [1.2358, 4.5214, 0.1215], [0.3173, 5.5530, 1.3859], [3.4078, 4.5299, 1.8907], [2.8683, 6.0127, 0.8673], [2.0177, 5.6837, 4.0439], [3.6438, 6.3964, 3.4229], [2.7859, 8.4188, 2.4003], [1.0258, 7.8150, 2.0993], [0.6382, 7.8342, 4.7582], [1.3803, 9.5514, 4.3452], [2.5624, 7.1785, 5.8455], [3.6523, 8.1825, 4.9382], [4.1442, -5.5599, -2.1265], [4.0497, -5.0302, -3.4366], [2.7216, -4.9600, -3.9486], [2.2848, -3.5385, -4.3432], [2.3013, -2.5245, -3.3391], [3.5531, -2.1910, -2.7402], [4.6764, -1.6659, -3.6482], [5.0858, -2.6081, -4.6329], [4.9775, -2.1463, -5.9729], [4.4737, -6.5981, -2.1833], [4.9022, -4.9926, -1.5841], [3.2083, -5.4923, -1.5679], [1.9939, -5.3861, -3.2447], [2.6982, -5.5786, -4.8502], [1.2429, -3.6107, -4.6668], [2.8216, -3.1905, -5.2239], [3.9016, -3.0215, -2.1328], [3.3278, -1.3959, -2.0193], [5.5531, -1.4650, -3.0200], [4.3763, -0.7088, -4.0979], [4.2394, -1.3465, -6.0816], [4.6645, -2.9876, -6.5948], [5.9529, -1.8053, -6.3195], [-3.6593, -7.7889, -6.6021], [-3.5951, -7.2354, -5.3001], [-4.2006, -8.0371, -4.2894], [-3.2376, -8.4393, -3.1589], [-2.0655, -9.1775, -3.5018], [-1.1125, -8.5624, -4.3681], [-0.4593, -7.2475, -3.9136], [-1.3947, -6.1895, -3.7395], [-1.4037, -5.6176, -2.4380], [-4.4539, -7.2943, -7.1623], [-2.7126, -7.5858, -7.1052], [-3.8159, -8.8696, -6.6017], [-4.6671, -8.9370, -4.7126], [-5.0009, -7.4364, -3.8480], [-3.8026, -9.0876, -2.4836], [-2.9640, -7.5803, -2.5487], [-1.5339, -8.4619, -5.3643], [-0.3059, -9.2968, -4.4812], [0.2373, -6.9269, -4.6982], [0.1359, -7.4207, -3.0057], [-1.0254, -6.3052, -1.6761], [-2.4363, -5.3648, -2.1884], [-0.8150, -4.7005, -2.4403]],
  "forces_ev_per_a": [[-0.502, 1.217, -0.951], [-1.088, 0.409, -0.087], [0.809, 1.993, -1.250], [0.456, -0.447, -1.215], [0.365, -2.295, -1.416], [-1.004, 0.232, 0.885], [5.218, -3.371, 2.230], [-6.831, 5.217, -3.865], [2.361, 0.465, -0.647], [1.447, -0.469, -0.544], [1.207, 2.904, 0.709], [-2.596, 1.031, -1.259], [-1.285, -1.072, -0.324], [0.156, -0.102, -0.275], [1.429, -1.633, 1.012], [0.245, -0.349, -4.892], [-1.246, 4.259, 0.383], [-3.335, -2.133, 0.195], [-0.367, 2.068, 4.980], [2.495, -4.436, -1.025], [3.148, 3.565, -2.068], [0.176, -0.022, 1.113], [0.149, -3.003, 0.217], [-0.196, -0.851, 0.326], [-2.457, 0.336, 0.260], [0.818, 1.271, -1.573], [-1.020, -0.595, -1.121], [0.839, -1.552, -0.043], [-1.374, -0.719, 1.350], [1.611, -0.258, -0.656], [0.132, -1.290, -3.238], [-0.840, 4.660, 0.315], [-1.054, -1.320, 4.201], [0.811, -0.990, 2.577], [-0.265, 3.763, -3.020], [1.305, -3.489, -2.823], [2.875, -0.668, 1.905], [-1.687, -5.016, 0.382], [-1.840, 4.153, 3.309], [-2.036, 1.594, -4.562], [-2.049, -0.668, 0.956], [0.720, 3.217, -1.974], [0.239, 0.744, 0.128], [0.913, 0.224, 0.106], [1.277, 0.135, 0.430], [-0.417, -0.118, 0.292], [-0.959, -0.129, -1.211], [2.412, 1.002, -0.788], [0.929, -1.889, 1.431], [-1.355, -1.409, -1.673], [-1.571, -1.522, 1.441], [1.639, 0.506, 1.944], [-2.211, -1.072, -0.124], [1.271, -0.136, 2.000], [1.550, -1.955, -1.145], [0.274, 1.065, 2.736], [0.783, -2.409, 0.341], [1.666, -0.852, -1.154], [1.342, 1.005, 2.020], [-1.126, 1.566, 2.006], [-1.264, -0.792, -1.737], [1.596, 1.988, 0.288], [-1.922, 1.305, -0.384], [1.169, -1.139, -1.599], [0.811, 1.652, 1.235], [1.897, 0.845, -0.527], [-1.532, 1.631, 0.572], [0.424, -1.044, 2.316], [-0.329, -0.562, 1.534], [-0.032, -0.427, -1.042], [-0.566, 0.630, -0.423], [-0.618, -0.363, 2.542], [1.556, -2.079, -0.107], [-1.854, 1.242, -0.402], [-0.797, -1.652, 1.858], [0.784, 1.149, -2.123], [-2.536, -0.520, -0.679], [-1.871, -1.523, 0.846], [1.433, -0.173, 1.600], [1.639, 1.128, -0.676], [0.469, -2.641, -0.243], [0.486, 1.189, -0.886], [-1.203, -0.314, 0.625], [0.417, -0.006, -0.222], [-0.790, 0.082, 0.276], [0.264, 0.374, 0.030], [0.019, -0.159, -0.298], [0.049, -0.030, 0.078], [0.255, 0.121, 0.211], [-0.106, -0.358, 0.017], [-0.468, 0.611, -0.105], [0.177, -0.346, 0.192], [-0.095, -0.126, 0.171], [0.056, -0.013, 0.010], [-0.078, -0.016, -0.058], [0.164, 0.085, 0.045], [-0.218, 0.068, -0.124], [-0.073, -0.026, 0.183], [0.249, -0.122, 0.074], [0.209, -0.178, -0.145], [-0.069, 0.059, -0.179], [-0.190, 0.087, 0.170], [-0.022, -0.201, -0.076], [0.039, 0.004, 0.038], [0.055, 0.011, 0.001], [0.012, 0.162, -0.133], [0.098, 0.407, -0.012], [-0.156, -0.721, 0.135], [0.381, 0.065, 0.072], [-0.045, 0.104, 0.051], [-0.025, 0.340, -0.111], [0.098, -0.075, -0.115], [-0.264, -0.191, -0.162], [0.283, -0.166, 0.682], [-0.210, -0.059, -0.495], [-0.109, -0.142, -0.151], [0.017, 0.035, -0.039], [-0.048, 0.006, 0.069], [0.182, 0.122, -0.056], [-0.069, -0.110, 0.213], [0.029, -0.152, -0.134], [-0.015, 0.215, -0.187], [-0.092, 0.296, -0.064], [-0.061, 0.059, 0.227], [0.050, -0.248, -0.021], [-0.211, 0.057, -0.011], [0.024, 0.014, -0.044], [0.015, 0.037, -0.010], [0.174, 0.134, 0.162]],
  "lowdin_charge": [-0.219, -0.245, -0.595, 0.917, -0.050, -0.131, -0.607, -0.085, 0.707, -0.019, -0.043, -0.182, -0.157, -0.094, -0.165, -0.028, -0.014, -0.144, 0.028, 0.023, 0.021, -0.537, 0.946, -0.270, -0.366, 0.949, -0.326, -0.383, -0.293, 0.103, -0.099, 0.012, -0.016, -0.092, 0.017, 0.042, -0.127, 0.053, 0.060, 0.025, -0.018, -0.166, -0.160, -0.228, -0.199, -0.268, -0.046, 0.072, 0.099, 0.069, 0.103, 0.125, 0.065, 0.129, 0.123, 0.121, 0.142, 0.081, 0.140, 0.121, 0.105, 0.066, 0.069, 0.039, 0.077, 0.039, 0.051, 0.081, 0.069, 0.110, 0.087, 0.118, 0.134, 0.085, 0.145, 0.105, 0.124, 0.129, 0.088, 0.092, 0.128, 0.066, 0.071, -0.105, -0.191, -0.175, -0.163, -0.142, -0.175, -0.178, -0.195, -0.105, 0.089, 0.085, 0.085, 0.104, 0.127, 0.126, 0.098, 0.099, 0.111, 0.128, 0.120, 0.086, 0.088, 0.087, -0.110, -0.200, -0.177, -0.170, -0.116, -0.167, -0.187, -0.197, -0.111, 0.086, 0.083, 0.089, 0.121, 0.123, 0.128, 0.093, 0.097, 0.130, 0.118, 0.119, 0.090, 0.086, 0.072]
}